{"formula": "C5H10O", "method": "ωB97M-V/def2-TZVPD", "smiles": "CC(C)(C)C=O", "orbital_gap_ev": 10.563, "lumo_ev": 0.845, "symbols": ["C", "C", "C", "C", "C", "O", "H", "H", "H", "H", "H", "H", "H", "H", "H", "H"], "positions_angstrom": [[-0.921398, -0.766052, -0.844249], [0.013309, 0.067399, 0.055489], [0.439479, 1.315806, -0.780998], [1.040219, -0.967720, 0.613722], [-0.694920, 0.580504, 1.310358], [-0.801094, -0.072899, 2.320374], [-1.677967, -0.170940, -1.366758], [-0.295937, -1.246106, -1.607209], [-1.417958, -1.550431, -0.268504], [-0.421388, 1.661239, -1.379531], [1.242977, 1.115193, -1.495627], [0.736032, 2.184390, -0.177516], [0.490781, -1.704124, 1.221077], [1.530266, -1.524707, -0.187572], [1.796790, -0.554144, 1.288420], [-1.059186, 1.632597, 1.298523]], "forces_ev_per_angstrom": [[-0.1, -0.1, 0.0], [0.0, -0.1, 0.1], [0.1, -0.1, 0.1], [0.1, 0.1, -0.2], [-0.1, -0.2, 0.3], [-0.2, 0.4, -0.3], [0.1, 0.0, 0.2], [-0.2, 0.1, 0.1], [0.0, 0.0, -0.1], [0.2, -0.2, 0.3], [0.0, -0.2, 0.2], [0.1, -0.4, 0.1], [0.1, 0.3, -0.3], [0.1, 0.2, -0.1], [-0.1, 0.2, -0.3], [-0.1, -0.2, -0.1]], "nbo_charge": [-0.592, -0.174, -0.611, -0.605, 0.452, -0.523, 0.208, 0.214, 0.219, 0.212, 0.222, 0.212, 0.235, 0.206, 0.216, 0.110]}

{"formula": "C5H10O", "method": "ωB97M-V/def2-TZVPD", "smiles": "C/C=C/CCO", "orbital_gap_ev": 10.705, "lumo_ev": 1.128, "symbols": ["C", "C", "C", "C", "C", "O", "H", "H", "H", "H", "H", "H", "H", "H", "H", "H"], "positions_angstrom": [[-2.487186, -0.230619, 0.414914], [-1.110406, -0.605058, -0.049936], [0.007959, -0.380540, 0.641624], [1.395423, -0.549993, 0.091505], [1.953284, 0.801772, -0.375916], [1.127470, 1.435983, -1.324630], [-2.450115, 0.244172, 1.399821], [-3.160533, -1.092724, 0.470926], [-2.936612, 0.483940, -0.284953], [-1.034378, -1.059663, -1.041266], [-0.073799, 0.060447, 1.637402], [2.076615, -0.961915, 0.844763], [1.383225, -1.243856, -0.758358], [2.934880, 0.646921, -0.839524], [2.101112, 1.457992, 0.496559], [0.273064, 0.993135, -1.322934]], "forces_ev_per_angstrom": [[0.0, 0.0, 0.1], [0.2, 0.0, 0.1], [-0.2, 0.0, -0.1], [0.0, -0.1, -0.1], [0.3, -0.1, 0.3], [0.0, 0.1, -0.2], [0.0, -0.1, -0.1], [0.1, 0.1, 0.0], [0.0, -0.1, 0.1], [0.0, 0.1, 0.1], [0.0, 0.0, -0.2], [-0.1, 0.0, -0.1], [0.0, 0.1, 0.1], [-0.1, 0.0, 0.1], [-0.1, -0.1, -0.1], [-0.1, 0.1, 0.1]], "nbo_charge": [-0.641, -0.198, -0.188, -0.466, -0.047, -0.723, 0.212, 0.217, 0.218, 0.192, 0.196, 0.220, 0.208, 0.173, 0.155, 0.472]}

{"formula": "C5H10O", "method": "ωB97M-V/def2-TZVPD", "smiles": "C=CC(=C)C.O", "orbital_gap_ev": 9.212, "lumo_ev": 0.669, "symbols": ["C", "C", "C", "C", "C", "H", "H", "H", "H", "H", "H", "H", "H", "O", "H", "H"], "positions_angstrom": [[-0.829136, -1.744059, 0.988013], [-0.224169, -0.579969, 1.299684], [0.820998, -0.038096, 0.374438], [0.772482, 1.262158, 0.056477], [1.611457, -1.018717, -0.470772], [-1.186568, -1.825940, -0.034261], [-0.959077, -2.602560, 1.633851], [-0.164540, -0.261275, 2.340210], [1.330240, 1.830137, -0.678941], [0.300417, 1.883085, 0.813957], [2.471214, -0.435154, -0.798670], [1.995596, -1.848321, 0.119797], [1.053623, -1.402247, -1.320967], [-2.597049, 2.200434, -1.164798], [-2.591387, 1.841817, -2.055739], [-1.804102, 2.738706, -1.102277]], "forces_ev_per_angstrom": [[-0.1, 0.8, -0.3], [1.5, -1.6, 0.9], [-2.0, 0.7, -2.0], [0.5, 0.4, 1.6], [0.5, 0.8, 0.6], [0.8, -0.7, -0.3], [-1.1, 0.6, 0.5], [0.3, -0.2, 0.1], [0.3, -0.5, -0.1], [-0.6, 0.2, -0.4], [0.1, -0.3, -0.5], [-0.2, -0.1, 0.0], [-0.1, 0.0, 0.0], [-0.1, 0.0, 0.1], [0.0, 0.0, 0.0], [0.1, 0.0, 0.0]], "nbo_charge": [-0.392, -0.204, -0.013, -0.379, -0.644, 0.188, 0.204, 0.199, 0.194, 0.190, 0.213, 0.220, 0.223, -0.934, 0.467, 0.468]}

{"formula": "C5H10O", "method": "ωB97M-V/def2-TZVPD", "smiles": "CC[C@@]1(C)CO1", "orbital_gap_ev": 10.212, "lumo_ev": 1.016, "symbols": ["C", "C", "C", "C", "C", "O", "H", "H", "H", "H", "H", "H", "H", "H", "H", "H"], "positions_angstrom": [[2.037916, 0.617319, 0.580378], [0.996504, 0.087589, -0.440357], [-0.487466, -0.201129, -0.023439], [-1.390537, -1.561779, -0.135651], [-1.269486, 1.017810, 0.230648], [-1.471404, 0.371929, -0.983648], [2.219810, -0.089181, 1.395258], [1.753100, 1.579918, 1.023345], [3.008316, 0.780514, 0.080000], [1.414982, -0.805345, -0.908325], [0.911543, 0.849585, -1.232433], [-2.075371, -1.674177, -1.026540], [-0.694171, -2.376957, -0.207721], [-2.067887, -1.624880, 0.718039], [-0.830017, 1.970106, -0.049833], [-2.055832, 1.058678, 0.980281]], "forces_ev_per_angstrom": [[-0.3, -0.2, 0.1], [-0.3, -0.4, -0.2], [-1.6, -0.7, -2.3], [1.3, -0.3, 1.1], [-0.4, 0.5, 0.2], [0.2, 2.1, -1.2], [-0.1, 0.1, -0.1], [-0.1, -0.2, -0.1], [-0.5, -0.1, 0.0], [0.0, 0.0, -0.1], [-0.1, -0.3, 0.1], [1.2, 0.8, 0.7], [0.1, -0.9, 0.6], [0.4, -0.3, 0.2], [0.5, 0.2, 1.1], [-0.2, -0.1, -0.2]], "nbo_charge": [-0.606, -0.426, 0.191, -0.583, -0.122, -0.516, 0.206, 0.206, 0.215, 0.207, 0.223, 0.229, 0.196, 0.212, 0.190, 0.180]}

{"formula": "C5H10O", "method": "ωB97M-V/def2-TZVPD", "orbital_gap_ev": 10.636, "lumo_ev": 1.097, "symbols": ["C", "C", "C", "C", "C", "O", "H", "H", "H", "H", "H", "H", "H", "H", "H", "H"], "positions_angstrom": [[2.061806, -0.384799, -0.282585], [0.752435, -0.829002, 0.364963], [-0.470181, -0.577830, -0.488014], [-1.716296, -0.807804, -0.083038], [0.005398, 2.140562, -0.010467], [-0.218280, 2.740846, -0.948018], [2.107195, 0.704802, -0.391269], [2.922779, -0.690346, 0.319820], [2.176284, -0.823576, -1.279502], [0.792617, -1.902488, 0.579441], [0.636605, -0.328194, 1.335249], [-0.307955, -0.211611, -1.503811], [-2.224257, 1.039457, 0.982321], [-2.577315, -0.596320, -0.710051], [-1.925591, -1.193271, 0.913787], [-2.015246, 1.719576, 1.201168]], "forces_ev_per_angstrom": [[0.1, 0.0, 0.0], [0.0, -0.1, 0.0], [-0.2, -0.2, 0.0], [0.2, -0.1, -0.2], [0.0, 1.0, -1.0], [0.2, -0.6, 0.9], [0.0, -0.2, 0.0], [-0.1, 0.0, -0.1], [0.0, 0.0, 0.1], [0.1, 0.1, 0.0], [-0.1, -0.1, -0.2], [0.0, 0.0, 0.2], [-0.1, 0.3, 0.2], [0.1, -0.1, 0.0], [0.1, 0.0, -0.1], [-0.2, 0.0, 0.2]], "nbo_charge": [-0.600, -0.458, -0.181, -0.409, 0.519, -0.517, 0.202, 0.213, 0.203, 0.215, 0.218, 0.198, 0.009, 0.205, 0.195, -0.012]}

{"formula": "C5H10O", "method": "ωB97M-V/def2-TZVPD", "smiles": "CC[C@@]1(C)CO1", "orbital_gap_ev": 11.063, "lumo_ev": 1.000, "symbols": ["C", "C", "C", "C", "C", "O", "H", "H", "H", "H", "H", "H", "H", "H", "H", "H"], "positions_angstrom": [[1.686170, 0.483611, 0.553398], [0.891744, 0.188151, -0.749535], [-0.558419, -0.084322, -0.361210], [-0.999279, -1.523871, -0.014145], [-1.304523, 1.024412, 0.219661], [-1.621899, 0.575246, -1.102875], [1.613279, -0.332296, 1.290706], [1.374496, 1.410275, 1.067929], [2.742579, 0.604989, 0.296506], [1.398075, -0.625854, -1.299676], [0.907919, 1.090875, -1.382924], [-1.302913, -2.088991, -0.916219], [-0.179757, -2.056793, 0.489240], [-1.880960, -1.460585, 0.642133], [-0.801765, 1.995473, 0.188503], [-1.964065, 0.832120, 1.076047]], "forces_ev_per_angstrom": [[0.3, 0.0, -0.2], [0.0, 0.4, 0.6], [-0.5, -1.0, -0.6], [0.3, 0.6, 0.0], [0.5, 0.3, 0.1], [0.3, -0.1, 0.5], [0.0, 0.2, -0.3], [-0.1, -0.4, -0.4], [0.0, 0.0, 0.2], [-0.5, 0.2, 0.2], [0.0, -0.4, 0.1], [0.3, 0.4, 0.3], [-0.3, 0.0, 0.0], [0.4, -0.2, -0.1], [-0.3, -0.1, 0.3], [-0.2, 0.1, -0.6]], "nbo_charge": [-0.606, -0.425, 0.210, -0.625, -0.118, -0.500, 0.204, 0.206, 0.211, 0.212, 0.222, 0.226, 0.208, 0.214, 0.178, 0.182]}

E_HOMO
In order: -0.3571 -0.3520 -0.3140 -0.3380 -0.3505 -0.3698
Unit: hartree